Record 1
Below is a molecular structure, C63H62BaN9O3P2, with properties calculated with ωB97M-V with the def2-TZVPD basis set.

Values from the calculation:
HOMO energy   -9.317 eV
Total charge   +1
Gap between HOMO and LUMO   6.68 eV
Maximum force   1.2 eV Å⁻¹
Calculated total energy   -105161.2927 eV
Relative energy (zero: lowest compared OMol25 entry of this formula, charge and spin)   0.832 eV
LUMO level   -2.64 eV

Each line ends with the Löwdin charge.
CARTESIAN COORDINATES (ANGSTROEM)
Ba (0.42379, 0.11182, -0.37170)  1.48
N (-0.96079, 1.61604, 1.66340)  -0.07
C (-0.55288, 2.69827, 2.52621)  -0.31
C (-1.48144, 3.36302, 3.32055)  -0.03
C (-1.08919, 4.41855, 4.12773)  -0.07
C (0.24103, 4.82381, 4.14635)  -0.07
C (1.17030, 4.15567, 3.36652)  -0.07
C (0.78816, 3.08715, 2.55375)  -0.31
P (1.98849, 2.10326, 1.58855)  1.01
C (2.31571, 3.11241, 0.08644)  -0.40
C (1.76759, 4.37220, -0.15010)  -0.09
C (2.08513, 5.06571, -1.30990)  -0.08
C (2.94146, 4.50401, -2.25081)  -0.07
C (3.48688, 3.24742, -2.02688)  -0.07
C (3.17601, 2.55683, -0.86242)  -0.12
C (3.53097, 2.29730, 2.54176)  -0.38
C (4.50342, 3.25778, 2.27720)  -0.08
C (5.63728, 3.34182, 3.07590)  -0.07
C (5.80572, 2.47405, 4.14699)  -0.08
C (4.83774, 1.51690, 4.41990)  -0.08
C (3.71144, 1.42680, 3.61567)  -0.11
H (-1.42915, 2.03622, 0.85726)  0.02
H (-1.61208, 0.97590, 2.11894)  0.03
H (-2.51707, 3.04372, 3.29810)  0.11
H (-1.82004, 4.92504, 4.74527)  0.11
H (0.55375, 5.64625, 4.77657)  0.11
H (2.21267, 4.45104, 3.40563)  0.11
H (1.09267, 4.80958, 0.57537)  0.10
H (1.67285, 6.05418, -1.47523)  0.10
H (3.18700, 5.04802, -3.15444)  0.11
H (4.14870, 2.79602, -2.75521)  0.11
H (3.60456, 1.57333, -0.69934)  0.10
H (4.38616, 3.93845, 1.44168)  0.11
H (6.39055, 4.08871, 2.86074)  0.11
H (6.69036, 2.54222, 4.76687)  0.11
H (4.96183, 0.83914, 5.25495)  0.10
H (2.95214, 0.68321, 3.83541)  0.09
O (-6.56701, 4.48340, -1.16841)  0.12
C (-6.64254, 3.59613, -2.18710)  -0.48
O (-7.53408, 3.67816, -2.97961)  0.13
C (-5.57030, 2.54580, -2.27615)  -0.12
C (-4.49958, 2.44352, -1.39028)  -0.01
C (-3.54498, 1.46239, -1.57347)  -0.05
C (-3.64702, 0.56076, -2.62311)  -0.26
C (-4.70912, 0.66010, -3.51512)  0.00
C (-5.66488, 1.64719, -3.33400)  0.01
N (-2.57346, -0.34983, -2.78156)  0.12
C (-2.78962, -1.52617, -3.18688)  -0.07
C (-1.65192, -2.42158, -3.54066)  -0.26
C (-1.90973, -3.64858, -4.11901)  -0.02
C (-0.83835, -4.40938, -4.56993)  -0.05
C (0.43778, -3.91639, -4.40178)  -0.04
C (0.60652, -2.68270, -3.77626)  -0.10
N (-0.41631, -1.93562, -3.36326)  0.10
H (-5.82108, 4.27997, -0.59169)  0.08
H (-4.36053, 3.12468, -0.55644)  0.12
H (-2.68374, 1.36385, -0.92906)  0.08
H (-4.76851, -0.00878, -4.36522)  0.12
H (-6.49514, 1.74987, -4.01992)  0.13
H (-3.79996, -1.91596, -3.35424)  0.13
H (-2.93093, -3.99106, -4.23316)  0.12
H (-1.00677, -5.36878, -5.04225)  0.12
H (1.30494, -4.47067, -4.73641)  0.12
H (1.59494, -2.27119, -3.60792)  0.09
C (3.51251, -4.10422, 4.81831)  -0.08
C (2.71603, -4.91448, 4.02283)  -0.08
C (2.24244, -4.44789, 2.80049)  -0.09
C (2.55471, -3.16180, 2.37394)  -0.39
C (3.35031, -2.35018, 3.18376)  -0.10
C (3.83495, -2.81968, 4.39403)  -0.07
P (2.00046, -2.44178, 0.79631)  0.99
C (0.83587, -3.69919, 0.14388)  -0.39
C (1.15260, -4.61229, -0.85568)  -0.07
C (0.20476, -5.53589, -1.28565)  -0.08
C (-1.07000, -5.54947, -0.73891)  -0.08
C (-1.40211, -4.63242, 0.25165)  -0.07
C (-0.45352, -3.71789, 0.68303)  -0.12
C (3.47248, -2.62400, -0.28869)  -0.33
C (4.44334, -3.54813, -0.01080)  -0.08
C (5.54283, -3.73009, -0.88096)  -0.07
C (5.63742, -2.98632, -2.01971)  -0.03
C (4.65274, -2.01267, -2.33280)  -0.17
C (4.75989, -1.22688, -3.51261)  -0.05
C (3.82526, -0.27082, -3.78627)  -0.10
C (2.74377, -0.06968, -2.88701)  -0.24
C (2.54780, -0.79964, -1.73076)  -0.35
C (3.55111, -1.79961, -1.46118)  -0.24
H (3.88559, -4.47271, 5.76519)  0.11
H (2.46948, -5.91804, 4.34593)  0.11
H (1.63124, -5.09365, 2.18111)  0.10
H (3.60878, -1.35047, 2.85097)  0.09
H (4.46297, -2.18575, 5.00741)  0.10
H (2.14701, -4.61252, -1.28753)  0.11
H (0.46740, -6.25130, -2.05483)  0.11
H (-1.80198, -6.27153, -1.07921)  0.11
H (-2.39571, -4.63112, 0.68487)  0.10
H (-0.71379, -3.01482, 1.46446)  0.06
H (4.37965, -4.15822, 0.88357)  0.10
H (6.30006, -4.46425, -0.63812)  0.10
H (6.47304, -3.12094, -2.69797)  0.11
H (5.59966, -1.39450, -4.17841)  0.11
H (3.91423, 0.33427, -4.68342)  0.10
H (2.04432, 0.72876, -3.15400)  0.05
C (-4.46435, -0.26205, 1.02838)  -0.09
N (-4.52007, -1.16567, 2.15923)  -0.17
C (-5.49403, -0.74511, 3.16444)  -0.05
C (-3.29152, -1.60433, 2.63795)  -0.45
N (-2.19880, -1.02661, 2.25058)  0.13
N (-3.35870, -2.65984, 3.50426)  -0.16
C (-2.20659, -3.03395, 4.30179)  -0.05
C (-4.43603, -3.63485, 3.49089)  -0.06
H (-5.46268, -0.17966, 0.59657)  0.10
H (-3.78592, -0.64590, 0.27204)  0.07
H (-4.12516, 0.74462, 1.30977)  0.08
H (-5.28039, 0.27139, 3.51722)  0.09
H (-5.48070, -1.40976, 4.02117)  0.07
H (-6.49495, -0.75957, 2.73431)  0.09
H (-1.39238, -1.56394, 2.54671)  0.02
H (-1.56882, -2.17371, 4.49250)  0.09
H (-1.61065, -3.82172, 3.82736)  0.09
H (-2.54802, -3.40565, 5.26902)  0.09
H (-5.10836, -3.44429, 2.65849)  0.09
H (-5.00686, -3.61396, 4.42306)  0.09
H (-4.01282, -4.63623, 3.38150)  0.09
C (-1.48394, 5.55459, -1.84807)  0.00
N (-1.05990, 4.35355, -2.56656)  -0.03
C (-0.90372, 4.37313, -3.91516)  -0.04
C (-0.58293, 3.26924, -4.61000)  0.01
C (-0.42221, 2.06453, -3.85430)  -0.38
N (-0.51045, 2.05241, -2.52893)  0.12
C (-0.86786, 3.17589, -1.85737)  -0.53
O (-1.06040, 3.16464, -0.63940)  -0.04
N (-0.16498, 0.91205, -4.47174)  0.19
H (-1.05881, 6.42834, -2.33635)  0.09
H (-1.12542, 5.49058, -0.82711)  0.09
H (-2.57067, 5.63874, -1.83843)  0.10
H (-1.06312, 5.33078, -4.39318)  0.14
H (-0.47243, 3.29524, -5.68326)  0.11
H (-0.08988, 0.87908, -5.47238)  0.12
H (-0.16335, 0.03887, -3.94696)  0.06

Forces on atoms 1 to 6 (eV/Å):
-1.0 0.2 -0.6
-0.1 0.4 0.2
0.0 -0.3 -0.1
0.0 0.1 0.1
0.0 0.0 0.0
0.0 0.0 0.0

Record 2
Below is a molecular structure, C63H63CoP4Si, with properties calculated with ωB97M-V with the def2-TZVPD basis set.

Values from the calculation:
HOMO energy (spin up / spin down)   -10.428 / -10.068 eV
Total charge   +1
Gap between HOMO and LUMO (spin up / spin down)   7.56 / 8.26 eV
Maximum force   0.6 eV Å⁻¹
Multiplicity   2
Calculated total energy   -149011.6436 eV
LUMO level (spin up / spin down)   -2.87 / -1.81 eV

Each line ends with the Löwdin charge.
CARTESIAN COORDINATES (ANGSTROEM)
Co (0.26698, 0.13229, 0.02896)  -0.10
C (5.54113, 1.70194, 2.05208)  -0.06
C (4.77106, 1.71994, 0.90172)  -0.07
C (3.44919, 1.30027, 0.95156)  -0.15
C (2.87477, 0.87621, 2.14217)  -0.34
C (3.66495, 0.85162, 3.29484)  -0.10
C (4.98727, 1.25994, 3.24891)  -0.06
P (1.09555, 0.44520, 2.15630)  1.04
C (1.00415, -0.90016, 3.38126)  -0.35
C (1.99903, -1.87319, 3.46071)  -0.11
C (1.86910, -2.93906, 4.33632)  -0.07
C (0.74248, -3.04499, 5.14278)  -0.07
C (-0.24694, -2.07500, 5.07739)  -0.08
C (-0.11665, -1.00549, 4.20205)  -0.09
C (0.32450, 1.86050, 3.02519)  -0.38
C (0.86317, 2.46865, 4.15767)  -0.06
C (0.29342, 3.63237, 4.64589)  -0.06
C (-0.80891, 4.19486, 4.00636)  -0.06
C (-1.36353, 3.57167, 2.90025)  -0.08
C (-0.81036, 2.39052, 2.40235)  -0.30
Si (-1.50467, 1.37763, 0.98134)  0.63
C (-3.03734, 0.50891, 1.62864)  -0.29
C (-3.86292, 1.15046, 2.56139)  -0.09
C (-5.14117, 0.68594, 2.82008)  -0.06
C (-5.62865, -0.42568, 2.13819)  -0.06
C (-4.81026, -1.09244, 1.24561)  -0.07
C (-3.51231, -0.63669, 1.00340)  -0.38
P (-2.32522, -1.64979, 0.04627)  1.12
C (-2.74266, -3.24796, 0.84855)  -0.37
C (-3.53285, -4.24828, 0.29333)  -0.09
C (-3.85101, -5.38303, 1.03116)  -0.07
C (-3.39930, -5.52191, 2.33309)  -0.07
C (-2.63710, -4.51239, 2.90814)  -0.06
C (-2.31358, -3.38741, 2.17118)  -0.11
C (-3.07130, -1.74053, -1.61432)  -0.37
C (-2.84964, -2.83829, -2.44921)  -0.14
C (-3.30824, -2.83644, -3.75729)  -0.08
C (-3.96844, -1.72395, -4.26260)  -0.08
C (-4.17954, -0.62206, -3.44734)  -0.07
C (-3.73977, -0.63154, -2.13042)  -0.08
C (-2.17949, 2.57231, -0.30763)  -0.27
C (-3.45781, 3.13779, -0.26055)  -0.08
C (-3.82567, 4.13016, -1.15398)  -0.06
C (-2.91747, 4.58807, -2.10364)  -0.06
C (-1.65261, 4.03154, -2.17344)  -0.08
C (-1.29361, 3.01281, -1.29138)  -0.36
P (0.35579, 2.22315, -1.33284)  1.09
C (1.39383, 3.67548, -0.89955)  -0.32
C (1.64588, 3.93980, 0.44283)  -0.09
C (2.30992, 5.09161, 0.83659)  -0.06
C (2.73662, 6.00329, -0.11580)  -0.07
C (2.47281, 5.76503, -1.45801)  -0.07
C (1.79969, 4.61772, -1.84761)  -0.09
C (0.59920, 2.06013, -3.14206)  -0.37
C (-0.50122, 1.79357, -3.95865)  -0.12
C (-0.34852, 1.63611, -5.32705)  -0.07
C (0.90823, 1.74564, -5.90485)  -0.07
C (2.00883, 2.01918, -5.10561)  -0.07
C (1.85374, 2.17637, -3.73612)  -0.14
H (6.57396, 2.02382, 2.02144)  0.11
H (5.19500, 2.05438, -0.03711)  0.11
H (2.84512, 1.30705, 0.05435)  0.05
H (3.25699, 0.48710, 4.22989)  0.10
H (5.59016, 1.23400, 4.14722)  0.11
H (2.89335, -1.78545, 2.85510)  0.10
H (2.65049, -3.68612, 4.39401)  0.11
H (0.64410, -3.87539, 5.82974)  0.11
H (-1.11788, -2.14325, 5.71728)  0.11
H (-0.89449, -0.25213, 4.15759)  0.11
H (1.72914, 2.05056, 4.65434)  0.10
H (0.71557, 4.11229, 5.51924)  0.11
H (-1.23455, 5.11814, 4.37825)  0.11
H (-2.22590, 4.01517, 2.41280)  0.11
H (-3.50339, 2.02554, 3.09145)  0.09
H (-5.76219, 1.19078, 3.54928)  0.11
H (-6.63281, -0.78245, 2.32641)  0.11
H (-5.16612, -1.98866, 0.75163)  0.11
H (-3.92302, -4.14823, -0.71011)  0.09
H (-4.46226, -6.15602, 0.58348)  0.11
H (-3.64838, -6.40738, 2.90321)  0.11
H (-2.29118, -4.60318, 3.93073)  0.10
H (-1.72389, -2.60377, 2.63231)  0.08
H (-2.33128, -3.71246, -2.07365)  0.10
H (-3.14567, -3.70381, -4.38458)  0.11
H (-4.32002, -1.72031, -5.28603)  0.11
H (-4.70049, 0.24626, -3.83032)  0.11
H (-3.92271, 0.23327, -1.50196)  0.10
H (-4.17336, 2.79847, 0.47998)  0.10
H (-4.82068, 4.55491, -1.10982)  0.11
H (-3.20181, 5.37344, -2.79187)  0.11
H (-0.95189, 4.37831, -2.92238)  0.11
H (1.31207, 3.25204, 1.20326)  0.07
H (2.49231, 5.26629, 1.88937)  0.11
H (3.26405, 6.89946, 0.18385)  0.11
H (2.78514, 6.47931, -2.20873)  0.11
H (1.59106, 4.47008, -2.89874)  0.10
H (-1.49066, 1.70301, -3.52642)  0.11
H (-1.21463, 1.42700, -5.94164)  0.11
H (1.02821, 1.62792, -6.97383)  0.11
H (2.99152, 2.11988, -5.54818)  0.11
H (2.72276, 2.40666, -3.13252)  0.10
C (2.44919, -4.43343, -0.53614)  -0.10
C (1.86384, -3.18933, 0.12874)  -0.54
C (0.57755, -3.54457, 0.84598)  -0.14
P (1.66767, -1.70748, -0.96292)  1.08
C (0.67575, -2.29038, -2.41635)  -0.51
C (1.41960, -3.06522, -3.50608)  -0.09
C (-0.05104, -1.11465, -3.05699)  -0.14
C (3.40001, -1.55430, -1.60032)  -0.52
C (4.44820, -1.62517, -0.48805)  -0.09
C (3.56097, -0.29890, -2.44416)  -0.11
H (2.65067, -5.18780, 0.22776)  0.09
H (3.38092, -4.24308, -1.06820)  0.07
H (1.73789, -4.87376, -1.23652)  0.08
H (2.57595, -2.83669, 0.87869)  0.07
H (-0.17525, -3.93055, 0.15668)  0.07
H (0.15834, -2.68090, 1.35573)  0.02
H (0.75735, -4.32174, 1.59306)  0.09
H (-0.06425, -2.95913, -1.96030)  0.08
H (2.12110, -2.41809, -4.03663)  0.08
H (0.69730, -3.42515, -4.24258)  0.09
H (1.96913, -3.92522, -3.13128)  0.06
H (0.65329, -0.49078, -3.60446)  0.06
H (-0.55668, -0.48017, -2.32013)  0.03
H (-0.80858, -1.45904, -3.76215)  0.09
H (3.55237, -2.42009, -2.24964)  0.09
H (4.22118, -0.95055, 0.33817)  0.05
H (5.42182, -1.32988, -0.88558)  0.09
H (4.55240, -2.63168, -0.08523)  0.07
H (3.51069, 0.59528, -1.82042)  0.05
H (2.78795, -0.20811, -3.20515)  0.05
H (4.53029, -0.29836, -2.94849)  0.09

Forces on atoms 1 to 6 (eV/Å):
-0.5 0.0 0.2
0.0 0.0 0.0
0.0 0.0 0.0
-0.1 0.2 0.0
0.0 0.0 0.1
0.0 0.0 0.0